(1)
The following is a DFT calculation (wB97M-V/def2-TZVPD) of a molecular structure, C46H60ClEuN4O4P3S2Si.

The geometry in XYZ format:
```
122
Properties=species:S:1:pos:R:3
Eu -1.46 0.34 -0.89
C 2.84 -5.52 -2.47
C 3.44 -4.45 -1.50
C 3.37 -5.05 -0.10
P 2.67 -2.65 -1.44
C 3.47 -2.06 -3.09
C 4.06 -0.69 -3.05
C 2.51 -2.21 -4.30
C 3.51 -1.76 -0.14
C 4.87 -2.06 -0.07
C 5.80 -1.04 0.29
C 5.29 0.15 0.70
C 3.93 0.37 0.85
C 3.01 -0.62 0.58
Si 1.15 -0.41 1.12
C 1.14 -1.99 2.18
C 2.26 -2.38 2.96
C 2.20 -3.48 3.83
C 1.07 -4.21 3.99
C -0.06 -3.93 3.19
C -0.06 -2.78 2.40
P -1.62 -2.21 1.65
C -2.51 -1.87 3.32
C -1.77 -0.71 4.02
C -2.78 -2.99 4.36
C -2.47 -3.78 0.88
C -3.33 -4.74 1.74
C -1.36 -4.54 0.09
C 1.19 1.10 2.23
C 1.98 1.03 3.38
C 2.46 2.17 4.02
C 2.14 3.45 3.50
C 1.11 3.57 2.55
C 0.55 2.41 1.96
P -0.92 2.69 0.96
C -2.38 3.02 2.14
C -3.68 3.65 1.56
C -1.90 3.66 3.44
C -0.92 4.28 -0.08
C -0.18 4.10 -1.41
C -0.45 5.52 0.65
H 1.85 -5.79 -2.14
H 3.54 -6.44 -2.46
H 2.79 -5.21 -3.54
H 4.44 -4.18 -1.90
H 2.33 -5.28 0.17
H 3.76 -4.44 0.74
H 3.90 -6.01 -0.05
H 4.25 -2.85 -3.22
H 3.25 0.06 -2.77
H 4.40 -0.52 -4.08
H 4.90 -0.55 -2.31
H 3.06 -2.58 -5.17
H 2.02 -1.26 -4.42
H 1.71 -2.96 -4.14
H 5.15 -3.04 -0.37
H 6.86 -1.29 0.23
H 5.99 0.97 0.82
H 3.62 1.36 1.23
H 3.12 -1.74 2.88
H 3.09 -3.70 4.35
H 1.06 -4.99 4.67
H -0.91 -4.55 3.25
H -3.49 -1.58 2.94
H -0.77 -1.02 4.45
H -2.38 -0.23 4.85
H -1.57 0.08 3.33
H -1.87 -3.35 4.90
H -3.37 -3.82 3.95
H -3.42 -2.60 5.17
H -3.06 -3.11 0.19
H -2.69 -5.27 2.37
H -3.77 -5.49 1.06
H -4.15 -4.22 2.25
H -0.61 -4.95 0.74
H -0.88 -3.89 -0.69
H -1.88 -5.40 -0.38
H 2.31 0.09 3.76
H 2.99 2.00 4.95
H 2.60 4.36 3.86
H 0.72 4.56 2.35
H -2.55 1.99 2.43
H -3.71 4.73 1.59
H -4.48 3.25 2.18
H -3.80 3.34 0.52
H -1.59 4.69 3.23
H -1.09 3.13 3.90
H -2.74 3.68 4.17
H -1.94 4.40 -0.40
H 0.84 3.74 -1.28
H -0.17 5.08 -1.89
H -0.69 3.44 -2.17
H 0.65 5.56 0.64
H -0.81 5.56 1.67
H -0.87 6.36 0.10
O 3.41 3.20 -0.68
H 4.38 3.23 -0.80
H 3.17 2.45 -1.27
Cl 1.27 0.46 -1.21
O -4.48 -0.24 0.81
C -3.41 0.15 0.58
O -2.16 2.23 -6.80
S -1.74 2.76 -5.51
O -0.35 3.08 -5.39
N -2.33 1.80 -4.27
C -3.09 2.47 -3.44
S -3.70 2.08 -1.93
C -3.43 3.86 -3.87
C -4.22 4.86 -3.24
C -4.49 6.06 -3.87
C -3.88 6.37 -5.10
C -3.02 5.41 -5.67
C -2.78 4.19 -5.06
H -4.50 4.58 -2.22
H -5.22 6.72 -3.43
H -4.01 7.28 -5.64
H -2.50 5.69 -6.57
N -5.30 -2.62 -4.70
C -4.20 -2.76 -4.35
N -3.00 -2.94 -3.86
C -2.54 -2.20 -2.95
N -1.97 -1.64 -2.06
```

Properties
Spin multiplicity: 8
Lowest unoccupied orbital energy (alpha / beta) in eV: 3.89 / 3.90
<S²>: 15.768
Total charge: -2
E in Eh: -5589.2400
Kohn-Sham gap (alpha / beta) in eV: 3.7536 / 3.8010



(2)
The following is a DFT calculation (wB97M-V/def2-TZVPD) of a molecular structure, C30H38CrN9O8S2Si.

The geometry in XYZ format:
```
89
Properties=species:S:1:pos:R:3
Cr -0.51 -0.74 -0.81
C 0.20 1.32 -0.78
Si -1.01 2.46 -0.07
C -2.57 1.80 -0.91
N -2.60 0.32 -0.75
C -3.39 -0.28 -1.86
C -4.83 0.25 -1.95
C -5.49 0.30 -0.55
C -4.68 -0.49 0.47
C -3.24 0.00 0.57
C -1.06 2.36 1.81
C -2.11 2.91 2.56
C -2.10 2.85 3.95
C -1.04 2.25 4.62
C 0.02 1.72 3.89
C 0.00 1.77 2.50
C -0.82 4.28 -0.54
C -1.00 4.69 -1.86
C -0.75 5.99 -2.26
C -0.31 6.93 -1.34
C -0.13 6.55 -0.01
C -0.38 5.24 0.38
H 1.18 1.43 -0.31
H 0.35 1.60 -1.84
H -2.44 2.04 -1.97
H -3.52 2.25 -0.60
H -3.39 -1.36 -1.73
H -2.86 -0.07 -2.79
H -5.38 -0.42 -2.61
H -4.84 1.24 -2.40
H -6.50 -0.09 -0.60
H -5.57 1.34 -0.22
H -4.66 -1.55 0.18
H -5.14 -0.42 1.45
H -2.65 -0.77 1.07
H -3.20 0.90 1.19
H -2.94 3.39 2.06
H -2.93 3.27 4.51
H -1.03 2.21 5.70
H 0.86 1.27 4.41
H 0.83 1.35 1.94
H -1.33 3.97 -2.61
H -0.90 6.28 -3.30
H -0.10 7.95 -1.65
H 0.21 7.28 0.71
H -0.23 4.96 1.41
N -0.32 -1.96 2.33
N 0.19 -3.26 2.20
C 0.32 -3.80 0.97
N 0.65 -5.09 0.89
N 0.16 -2.96 -0.04
N 0.20 -3.41 -1.31
O -0.29 -2.60 -2.11
O 0.74 -4.44 -1.66
H 0.19 -1.45 3.03
H -1.32 -1.97 2.52
H 0.06 -3.90 2.97
H 0.42 -5.70 1.66
H 0.62 -5.48 -0.04
O 9.22 -2.61 1.35
S 8.60 -1.31 1.53
O 7.51 -1.28 2.48
O 9.52 -0.19 1.62
C 7.79 -1.06 -0.08
N 8.58 -0.84 -1.15
C 7.96 -0.72 -2.31
C 6.58 -0.79 -2.45
C 5.86 -0.99 -1.29
N 6.46 -1.14 -0.12
C 4.36 -1.01 -1.23
C 3.55 -0.95 -2.35
C 2.17 -0.94 -2.19
N 1.58 -0.95 -1.00
C 2.37 -0.99 0.08
C 3.74 -1.04 0.01
H 8.59 -0.54 -3.17
H 6.11 -0.68 -3.42
H 3.96 -0.93 -3.35
H 1.52 -0.91 -3.05
H 1.86 -0.99 1.03
H 4.36 -1.09 0.90
C -4.54 -4.23 0.10
S -2.97 -3.90 -0.68
O -3.24 -3.85 -2.10
O -2.10 -4.99 -0.24
O -2.51 -2.61 -0.14
H -4.83 -5.23 -0.21
H -5.28 -3.51 -0.24
H -4.41 -4.19 1.18
```

Properties
Spin multiplicity: 5
Lowest unoccupied orbital energy (alpha / beta) in eV: 1.64 / 1.62
<S²>: 6.031
Total charge: -1
E in Eh: -4391.0685
Kohn-Sham gap (alpha / beta) in eV: 7.1651 / 7.1513



(3)
The following is a DFT calculation (wB97M-V/def2-TZVPD) of C4H8N2O in the gas phase.

The geometry in XYZ format:
```
15
Properties=species:S:1:pos:R:3
C -1.10 -0.08 1.48
C -0.11 0.42 0.37
O 1.16 0.54 0.94
C -0.64 1.75 -0.03
N -1.15 2.69 -0.46
C 0.14 -0.27 -1.07
N 1.33 -1.11 -1.01
H -1.55 0.79 1.98
H -0.57 -0.63 2.27
H -1.94 -0.67 1.10
H 1.67 -0.14 0.43
H 0.36 0.57 -1.75
H -0.72 -0.81 -1.50
H 1.97 -0.94 -1.78
H 1.13 -2.10 -0.96
```

Properties
Lowest unoccupied orbital energy in eV: 0.57
E in Eh: -341.9341
Kohn-Sham gap in eV: 11.1552



(4)
The following is a DFT calculation (wB97M-V/def2-TZVPD) of a gas-phase ion, C8H14N (charge +1).

The geometry in XYZ format:
```
23
Properties=species:S:1:pos:R:3
C 1.08 3.15 -1.07
C -0.01 2.78 -0.40
C -1.17 1.91 0.35
N -0.80 0.42 0.38
C 0.54 0.28 1.07
C 0.67 -1.32 1.45
C 0.87 -2.07 -0.01
C -0.27 -1.69 -1.09
C -0.86 -0.19 -0.98
H 2.05 3.28 -1.68
H -2.20 2.03 -0.17
H -1.17 2.29 1.44
H -1.50 -0.01 1.03
H 1.34 0.44 0.23
H 0.69 0.97 1.98
H 1.51 -1.54 2.19
H -0.38 -1.69 1.81
H 1.91 -1.68 -0.39
H 1.01 -3.22 0.12
H 0.24 -1.77 -2.14
H -1.09 -2.50 -1.08
H -1.99 -0.26 -1.25
H -0.38 0.43 -1.82
```

Properties
Lowest unoccupied orbital energy in eV: -3.09
Total charge: +1
E in Eh: -367.5575
Kohn-Sham gap in eV: 10.8106



(5)
The following is a DFT calculation (wB97M-V/def2-TZVPD) of a molecular structure, C48H51BCdIN8O6PSTe.

The geometry in XYZ format:
```
119
Properties=species:S:1:pos:R:3
Cd 0.23 0.63 -0.34
C -4.53 1.55 2.93
C -3.13 1.09 2.70
C -2.18 0.81 3.66
C -1.06 0.36 2.95
N -1.31 0.38 1.63
N -2.59 0.82 1.50
B -3.32 0.95 0.13
N -3.22 -0.38 -0.68
N -2.43 -0.58 -1.75
C -2.78 -1.76 -2.26
C -3.80 -2.35 -1.48
C -4.05 -1.43 -0.48
C -5.01 -1.51 0.66
C -2.17 -2.25 -3.51
C -2.87 -3.09 -4.37
C -2.27 -3.55 -5.54
C -0.98 -3.15 -5.87
C -0.29 -2.29 -5.03
C -0.89 -1.85 -3.85
N -2.83 2.18 -0.64
N -1.70 2.16 -1.39
C -1.64 3.33 -2.01
C -2.72 4.15 -1.63
C -3.46 3.38 -0.77
C -4.73 3.75 -0.08
C -0.60 3.60 -3.03
C -0.17 4.90 -3.29
C 0.80 5.13 -4.24
C 1.36 4.06 -4.94
C 0.93 2.77 -4.70
C -0.07 2.54 -3.75
C 0.13 -0.20 3.62
C 0.53 0.31 4.86
C 1.56 -0.29 5.56
C 2.19 -1.42 5.05
C 1.80 -1.93 3.82
C 0.78 -1.31 3.12
H -4.75 1.48 3.99
H -5.25 0.94 2.38
H -4.68 2.58 2.61
H -2.30 0.87 4.73
H -4.48 1.11 0.38
H -4.26 -3.32 -1.61
H -5.48 -2.49 0.67
H -5.79 -0.75 0.58
H -4.50 -1.36 1.61
H -3.88 -3.39 -4.12
H -2.83 -4.20 -6.20
H -0.52 -3.50 -6.78
H 0.71 -1.95 -5.27
H -0.35 -1.18 -3.20
H -2.95 5.14 -1.98
H -5.14 4.64 -0.56
H -4.56 3.99 0.97
H -5.47 2.95 -0.12
H -0.57 5.72 -2.71
H 1.15 6.14 -4.42
H 2.15 4.24 -5.67
H 1.38 1.93 -5.20
H -0.41 1.54 -3.56
H 0.05 1.20 5.25
H 1.88 0.13 6.51
H 3.00 -1.88 5.60
H 2.29 -2.79 3.39
H 0.49 -1.70 2.16
Te 2.12 0.15 -2.18
I 4.32 -0.36 -4.96
C 2.71 2.17 -1.94
C 3.88 2.66 -2.51
C 4.20 3.99 -2.29
C 3.36 4.78 -1.53
C 2.21 4.20 -1.01
N 1.88 2.93 -1.21
H 4.50 2.01 -3.11
H 5.11 4.40 -2.72
H 3.58 5.82 -1.33
H 1.52 4.78 -0.41
O 2.79 -0.15 1.34
C 2.65 0.90 1.96
N 1.64 1.78 1.82
S 1.79 3.05 2.80
O 0.65 3.17 3.68
O 2.20 4.26 2.13
C 3.19 2.44 3.70
C 3.84 2.95 4.80
C 4.95 2.26 5.27
C 5.39 1.09 4.63
C 4.72 0.60 3.52
C 3.61 1.29 3.07
H 3.50 3.86 5.29
H 5.49 2.62 6.14
H 6.26 0.57 5.02
H 5.02 -0.31 3.02
C 4.40 -3.78 0.09
C 3.21 -2.95 -0.32
O 2.06 -3.46 0.40
P 0.62 -2.92 -0.12
O -0.20 -3.74 1.05
C -1.57 -3.38 1.24
C -2.05 -4.04 2.50
O 0.33 -3.82 -1.43
C 0.41 -5.24 -1.45
C -0.94 -5.80 -1.82
H 5.29 -3.41 -0.43
H 4.26 -4.83 -0.16
H 4.57 -3.70 1.16
H 3.03 -3.03 -1.40
H 3.34 -1.90 -0.07
H -2.15 -3.69 0.37
H -1.67 -2.29 1.31
H -2.03 -5.13 2.41
H -3.08 -3.73 2.72
H -1.42 -3.75 3.34
H 1.16 -5.51 -2.20
H 0.75 -5.62 -0.49
H -0.92 -6.90 -1.82
H -1.24 -5.46 -2.81
H -1.69 -5.47 -1.11
```

Properties
Lowest unoccupied orbital energy in eV: 3.78
Total charge: -2
E in Eh: -4247.3910
Kohn-Sham gap in eV: 5.4170



(6)
The following is a DFT calculation (wB97M-V/def2-TZVPD) of 2 unconnected molecules or ions with the total composition H8N2Si2.

The geometry in XYZ format:
```
12
Properties=species:S:1:pos:R:3
N -1.74 1.07 -0.40
N -1.66 0.49 0.90
Si 2.30 0.78 -1.09
Si -1.52 -1.23 1.11
H -1.71 0.20 -1.07
H -2.64 1.53 -0.65
H -1.08 1.14 1.38
H 2.77 1.81 -0.17
H 2.40 -0.41 -0.29
H 3.13 0.72 -2.30
H 0.95 1.00 -1.43
H -0.89 -1.22 2.54
```

Properties
Spin multiplicity: 3
Lowest unoccupied orbital energy (alpha / beta) in eV: 0.86 / -2.45
<S²>: 2.003
E in Eh: -693.0687
Kohn-Sham gap (alpha / beta) in eV: 7.0997 / 6.6220



(7)
The following is a DFT calculation (wB97M-V/def2-TZVPD) of a molecular structure, C4H5O4Sc.

The geometry in XYZ format:
```
14
Properties=species:S:1:pos:R:3
O 2.07 1.61 0.73
C 2.16 0.43 0.22
O 2.92 -0.47 0.51
O 1.16 0.26 -0.72
Sc 0.28 2.09 -0.07
C 0.15 -1.12 -0.69
C -0.70 -1.16 0.47
O -1.55 -0.19 0.85
C -1.70 1.03 0.12
H 0.78 -2.01 -0.76
H -0.38 -0.92 -1.63
H -0.69 -2.00 1.17
H -2.42 1.64 0.69
H -2.09 0.81 -0.89
```

Properties
Spin multiplicity: 2
Lowest unoccupied orbital energy (alpha / beta) in eV: -6.15 / -6.22
<S²>: 0.755
Total charge: +1
E in Eh: -1216.7632
Kohn-Sham gap (alpha / beta) in eV: 5.8812 / 8.0002



(8)
The following is a DFT calculation (wB97M-V/def2-TZVPD) of a molecular structure, C17H19NOTi.

The geometry in XYZ format:
```
39
Properties=species:S:1:pos:R:3
Ti -0.05 -0.49 0.10
O -0.57 1.35 0.82
C 0.47 1.49 1.79
C 0.10 0.81 3.12
C -0.39 -0.64 2.95
C 0.67 -1.63 2.53
C 1.36 -2.40 3.44
C 2.24 -3.39 2.99
C 2.38 -3.56 1.61
C 1.69 -2.75 0.75
N 0.84 -1.78 1.18
H -1.36 1.82 1.14
H 0.68 2.55 1.96
H 1.38 1.03 1.34
H -0.71 1.38 3.57
H 0.95 0.85 3.79
H -1.20 -0.69 2.20
H -0.81 -0.97 3.90
H 1.21 -2.26 4.50
H 2.77 -4.02 3.68
H 3.03 -4.33 1.22
H 1.77 -2.84 -0.33
C 0.94 -0.67 -1.61
C 1.53 -1.28 -2.48
C 2.25 -2.06 -3.42
C 1.77 -3.35 -3.71
C 2.50 -4.18 -4.53
C 3.70 -3.75 -5.07
C 4.16 -2.47 -4.81
C 3.44 -1.63 -3.99
H 0.84 -3.68 -3.26
H 2.14 -5.18 -4.73
H 4.28 -4.42 -5.69
H 5.10 -2.15 -5.23
H 3.80 -0.63 -3.78
C -1.84 -1.42 -0.36
H -2.69 -0.87 0.08
H -1.88 -2.45 0.01
H -2.01 -1.46 -1.45
```

Properties
Spin multiplicity: 2
Lowest unoccupied orbital energy (alpha / beta) in eV: -3.70 / -3.69
<S²>: 0.758
Total charge: +1
E in Eh: -1638.3439
Kohn-Sham gap (alpha / beta) in eV: 6.9055 / 7.4330